[1]
Molecular formula: C16H19BCoN6Se
Method: DFT, ωB97M-V with the def2-TZVPD basis set

Summary:
- Energy above the lowest of the compared OMol25 structures with the same formula, charge and spin: 0.0 kcal per mole
- ⟨S²⟩: 3.77
- E_LUMO (spin up / spin down): 0.016 / 0.015 hartree
- 2S+1: 4

Atoms and positions in Å:
H (-0.24018, -2.47597, 1.05307)
N (0.81116, -1.17978, -0.20525)
B (2.32749, 0.09442, -1.65094)
N (1.79469, -1.26377, -1.13297)
C (2.11773, -2.56614, -1.25598)
Co (-0.14297, 1.42093, 0.21612)
H (2.90437, -2.85439, -1.93491)
C (1.30920, -3.30416, -0.39185)
H (1.30114, -4.36664, -0.27047)
C (0.48997, -2.38188, 0.26551)
H (3.29269, -0.01970, -2.35292)
C (-0.88449, 3.03797, 0.89256)
H (-1.82163, 2.87158, 1.45666)
H (-1.06997, 3.69335, 0.02821)
H (-0.16199, 3.53289, 1.55756)
N (2.61284, 1.01213, -0.42265)
N (1.17207, 0.82901, -2.38118)
N (1.60046, 1.47547, 0.43439)
N (0.11950, 1.41224, -1.68591)
C (3.76521, 1.60909, -0.09498)
C (1.01384, 1.05033, -3.70037)
H (4.63254, 1.42562, -0.70152)
H (1.76173, 0.68304, -4.38939)
C (3.55299, 2.42719, 1.00923)
C (-0.14353, 1.80036, -3.88532)
C (2.20170, 2.31131, 1.33259)
C (-0.67671, 2.00772, -2.60882)
H (4.27108, 3.05684, 1.49867)
H (-0.53894, 2.16609, -4.81057)
H (1.60135, 2.79891, 2.08315)
H (-1.57933, 2.50918, -2.28944)
H (0.30347, -0.26738, -0.11006)
Se (-2.26284, 0.50137, 0.07016)
C (-2.72346, -0.88124, 1.23519)
C (-2.21700, -0.98971, 2.54459)
C (-2.62238, -2.04104, 3.36724)
C (-3.55229, -2.98957, 2.91567)
C (-4.08832, -2.86299, 1.62301)
C (-3.68727, -1.82566, 0.79110)
H (-1.52566, -0.22571, 2.90633)
H (-2.21234, -2.12226, 4.37562)
H (-3.86154, -3.81750, 3.55671)
H (-4.83139, -3.57921, 1.26760)
H (-4.11300, -1.71233, -0.20547)



[2]
Molecular formula: C16H19BN6NiSe
Method: DFT, ωB97M-V with the def2-TZVPD basis set

Summary:
- Energy above the lowest of the compared OMol25 structures with the same formula, charge and spin: 56.4 kcal per mole
- ⟨S²⟩: 2.01
- E_LUMO (spin up / spin down): 0.015 / 0.008 hartree
- 2S+1: 3

Atoms and positions in Å:
H (1.66637, -1.67552, -1.43860)
N (0.60899, 0.14418, -1.38925)
B (-0.62666, 2.23784, -1.71702)
N (0.22803, 1.08967, -2.28320)
C (0.65151, 0.69902, -3.50023)
Ni (-0.33325, 0.58860, 1.34551)
H (0.43595, 1.29396, -4.37639)
C (1.33383, -0.51154, -3.35632)
H (1.80478, -1.08574, -4.13566)
C (1.27400, -0.84290, -2.00256)
H (-0.81652, 3.08629, -2.53384)
C (-0.55559, 0.57078, 3.26518)
H (-0.39025, -0.37478, 3.81328)
H (-1.60119, 0.87099, 3.41005)
H (0.09565, 1.36063, 3.67158)
N (0.08818, 2.79412, -0.44584)
N (-1.94441, 1.62878, -1.18995)
N (0.28899, 2.10319, 0.76682)
N (-1.99625, 0.95027, 0.00549)
C (0.50704, 4.05982, -0.29582)
C (-3.18488, 1.70057, -1.72345)
H (0.39402, 4.74161, -1.12548)
H (-3.33840, 2.21493, -2.66060)
C (1.03353, 4.22083, 0.98362)
C (-4.06650, 1.07909, -0.84205)
C (0.92722, 2.98281, 1.61105)
C (-3.28434, 0.62919, 0.23428)
H (1.43582, 5.11931, 1.39650)
H (-5.12518, 0.96433, -0.95612)
H (1.19326, 2.67932, 2.61096)
H (-3.56752, 0.07444, 1.11787)
H (0.15236, 0.16437, -0.46407)
Se (-0.89542, -1.62336, 1.63329)
C (0.47767, -2.82783, 1.23788)
C (1.84746, -2.56275, 1.44948)
C (2.79829, -3.56057, 1.21365)
C (2.41050, -4.83164, 0.76649)
C (1.04792, -5.09895, 0.54423)
C (0.09166, -4.11321, 0.76937)
H (2.15539, -1.58348, 1.81887)
H (3.85529, -3.34044, 1.38097)
H (3.15710, -5.60888, 0.59150)
H (0.73286, -6.08434, 0.19406)
H (-0.96730, -4.32301, 0.60444)



[3]
Molecular formula: C16H19BN6Os
Method: DFT, ωB97M-V with the def2-TZVPD basis set

Summary:
- ⟨S²⟩: 6.05
- E_LUMO (spin up / spin down): -0.554 / -0.644 hartree
- 2S+1: 5
- Total charge: +4

Atoms and positions in Å:
C (1.80896, -2.26817, -0.35158)
N (0.59684, -1.63497, -0.36760)
N (-0.16670, -2.18212, -1.42455)
C (0.57758, -3.12146, -2.00107)
C (1.82128, -3.18240, -1.39348)
B (-1.61702, -1.71465, -1.68018)
N (-2.26446, -1.74511, -0.25096)
N (-1.72008, -0.99749, 0.79615)
C (-2.57768, -1.04651, 1.84986)
C (-3.65376, -1.87019, 1.49208)
C (-3.40690, -2.29105, 0.19039)
Os (0.03007, 0.04275, 0.44923)
N (-1.52105, -0.21219, -2.02996)
N (-0.89462, 0.67741, -1.12674)
C (-1.00463, 1.92870, -1.66176)
C (-1.67240, 1.84096, -2.88221)
C (-1.99682, 0.49878, -3.05298)
H (-0.59365, 2.75847, -1.10753)
H (-2.54061, -0.02095, -3.81795)
H (-1.86350, 2.64471, -3.56492)
H (-2.19043, -2.34654, -2.52420)
H (-3.93555, -2.96430, -0.46280)
H (0.11003, -3.72201, -2.75792)
H (-4.49619, -2.11735, 2.10588)
H (2.65224, -3.81519, -1.64595)
H (-2.33918, -0.48178, 2.74015)
H (2.51515, -2.02226, 0.44148)
H (-0.31437, 0.93595, 3.46265)
C (-0.89989, 1.82022, 3.85960)
H (-1.93900, 1.71398, 3.47491)
H (-0.87369, 1.90092, 4.99777)
H (-0.43592, 2.71954, 3.38824)
C (4.25376, 2.26744, 0.54495)
C (3.41120, 2.24094, 1.67356)
C (2.12565, 1.68715, 1.56567)
C (1.74242, 1.11269, 0.33497)
C (2.52186, 1.24868, -0.82335)
C (3.80493, 1.81786, -0.70858)
H (5.26585, 2.66487, 0.64074)
H (3.72799, 2.66106, 2.63795)
H (1.39663, 1.70113, 2.38141)
H (2.11723, 0.94927, -1.79134)
H (4.43842, 1.92317, -1.60002)



[4]
Molecular formula: C16H19Cl2IrN7OS2
Method: DFT, ωB97M-V with the def2-TZVPD basis set

Summary:
- Energy above the lowest of the compared OMol25 structures with the same formula, charge and spin: 12.6 kcal per mole
- ⟨S²⟩: 0.76
- E_LUMO (spin up / spin down): -0.257 / -0.326 hartree
- 2S+1: 2
- Total charge: +2

Atoms and positions in Å:
Ir (-0.33516, -0.15108, -0.08275)
C (0.86691, -4.62768, 3.23394)
C (1.16204, -3.22919, 3.74935)
N (1.92851, -2.43361, 2.78707)
C (1.44698, -1.56962, 1.90325)
S (-0.29946, -1.23673, 1.90768)
N (2.27655, -0.92816, 1.11713)
N (1.68482, -0.16047, 0.17363)
C (2.40932, 0.40044, -0.74679)
C (3.89206, 0.31932, -0.80439)
C (1.64088, 1.11753, -1.77083)
C (2.23503, 1.82289, -2.80196)
C (1.43190, 2.49697, -3.71040)
C (0.05645, 2.45765, -3.55962)
C (-0.48537, 1.73447, -2.51049)
N (0.28928, 1.07172, -1.65014)
H (0.31073, -5.19205, 3.98091)
H (1.78825, -5.16961, 3.02093)
H (0.26383, -4.58803, 2.32486)
H (1.74337, -3.26186, 4.66969)
H (0.24245, -2.69518, 3.98598)
H (2.92794, -2.57932, 2.73946)
H (4.27425, -0.28006, 0.01420)
H (4.32164, 1.32123, -0.74175)
H (4.20560, -0.11825, -1.75371)
H (3.31118, 1.85030, -2.88756)
H (1.88015, 3.04917, -4.52509)
H (-0.59965, 2.96701, -4.25024)
H (-1.54905, 1.64975, -2.34757)
Cl (0.03213, -2.36339, -1.53247)
C (1.31654, -3.61317, -1.32224)
Cl (2.93722, -2.95646, -1.32850)
H (1.19128, -4.26959, -2.17623)
H (1.12264, -4.12233, -0.38544)
O (-4.53723, -0.45536, -0.24623)
C (-3.38148, -0.50100, -0.42231)
N (-2.20049, -0.52665, -0.60941)
S (-0.90678, 1.72514, 1.13108)
C (-2.41621, 2.42009, 0.62002)
N (-3.01873, 3.14715, 1.60231)
C (-4.17356, 3.81172, 1.40454)
C (-4.77942, 3.72958, 0.18397)
C (-4.12561, 2.96666, -0.78360)
N (-2.96720, 2.34954, -0.57668)
H (-2.58495, 3.16897, 2.51930)
H (-4.56434, 4.36563, 2.24671)
H (-5.71505, 4.22826, -0.01492)
H (-4.55019, 2.85766, -1.77467)